No. 1
This record from the Open Molecules 2025 dataset describes a molecular structure, C21H43BIrO2P2. The level of theory is ωB97M-V/def2-TZVPD.

ORCA input file:
```
! RIJCOSX wB97M-V def2-TZVPD def2/J DEFGRID3
* xyz 2 6
P 2.32278 2.75329 -1.64321
P -1.84605 -1.33701 2.69682
C -1.48983 0.79239 0.86091
C -2.44768 0.20691 1.91541
H -1.89590 1.73987 0.46594
H -0.58827 1.16197 1.37191
H -2.56220 0.95855 2.71860
H -3.41829 -0.03750 1.44052
C -2.23414 -2.48405 1.35070
H -2.37268 -3.49967 1.73671
H -1.39853 -2.47732 0.63570
H -3.12547 -2.15028 0.80436
C -2.49513 -2.11072 4.23759
H -3.10076 -2.99700 3.99729
H -3.09587 -1.39438 4.82269
H -1.62612 -2.42799 4.83874
C 2.93534 3.19764 -3.30802
H 3.72232 3.96088 -3.23705
H 2.11400 3.58737 -3.92554
H 3.33092 2.28016 -3.77963
C 1.67562 4.29927 -0.91019
H 1.07527 4.01951 -0.02735
H 1.00768 4.83402 -1.60727
H 2.49171 4.96352 -0.59784
Ir -1.17906 -0.18401 -0.98259
C -3.15175 -0.49371 -1.36733
C -2.29237 -1.53219 -1.94745
C -2.10359 -1.53700 -3.44215
C -1.33927 -0.29111 -3.94708
C -0.56850 0.42021 -2.84627
C -1.22505 1.45774 -2.08129
C -2.65103 1.80579 -2.47469
C -3.67317 0.68700 -2.15002
C 3.87995 2.38773 -0.77339
H -3.75766 -0.75561 -0.48748
H -2.29479 -2.52070 -1.45493
H -3.08159 -1.61812 -3.94406
H -1.51674 -2.43088 -3.66865
H -0.65906 -0.63535 -4.73358
H -2.03518 0.37488 -4.46568
H 0.52116 0.56231 -2.99907
H -0.54082 2.22057 -1.67524
H -2.69954 2.07916 -3.53868
H -2.93867 2.70103 -1.91559
H -4.50064 1.14789 -1.58299
H -4.13604 0.31340 -3.06644
H 3.80616 2.71253 0.27247
H 4.68365 2.92654 -1.28165
H 4.04620 1.30199 -0.83880
C 1.17577 -3.08926 2.29197
C 1.24490 -1.57292 2.26329
C 1.15708 -1.06347 3.68225
O 0.08063 -1.05604 1.59822
B 0.35993 -0.71629 0.22134
O 1.73853 -0.75270 0.07015
C 2.38062 -1.00510 1.32798
C 2.96785 0.28303 1.87568
C 3.51939 -1.96936 1.08068
H 1.27116 -3.50562 1.28299
H 0.23477 -3.43459 2.73723
H 2.00161 -3.45999 2.91064
H 0.18899 -1.36314 4.12297
H 1.98179 -1.48725 4.26632
H 1.21736 0.03170 3.70213
H 3.42809 0.10667 2.85675
H 3.77304 0.62308 1.21693
H 2.22370 1.08886 1.96154
H 3.21067 -2.87577 0.55091
H 4.29209 -1.49053 0.47470
H 3.98070 -2.23087 2.04015
*
```

The calculation puts the HOMO-LUMO gap (spin up / spin down) at 7.8 / 5.0 eV. As for the lowest unoccupied orbital energy (spin up / spin down): -4.55 / -9.42 eV. The energy above the lowest of the compared OMol25 structures with the same formula, charge and spin is 0.000 eV. The expectation value of S² is 8.76. The calculation puts the HOMO energy (spin up / spin down) at -0.4550 / -0.5294 Eh. The electronic energy is -48642.542 eV.

---

No. 2
This record from the Open Molecules 2025 dataset describes a single C6H10O molecule. The level of theory is ωB97M-V/def2-TZVPD.

ORCA input file:
```
! RIJCOSX wB97M-V def2-TZVPD def2/J DEFGRID3
* xyz 0 1
C -0.88606 -1.53249 -0.04148
C 0.27698 -0.51712 -0.23650
C -2.07727 -0.62132 -0.24609
C -0.42872 0.77953 0.10978
C 1.54502 -0.74167 0.58941
C 0.11893 2.13020 -0.13333
O -1.63061 0.58015 0.58474
H -0.85870 -2.34399 -0.76423
H -0.87087 -1.94397 0.96886
H 0.54426 -0.52311 -1.29828
H -2.08758 -0.27009 -1.29329
H 2.00395 -1.68635 0.30855
H 1.30308 -0.77522 1.64937
H 2.26840 0.05313 0.42193
H -0.44170 2.87148 0.43089
H 0.05118 2.37954 -1.19560
H 1.16969 2.16130 0.14527
*
```

The calculation puts the HOMO-LUMO gap (spin up / spin down) at 6.3 / 8.2 eV. As for the lowest unoccupied orbital energy (spin up / spin down): -0.19 / 0.54 eV. The energy above the lowest of the compared OMol25 structures with the same formula, charge and spin is 3.623 eV. The calculation puts the HOMO energy (spin up / spin down) at -0.2386 / -0.2807 Eh. The electronic energy is -8427.617 eV.

---

No. 3
This record from the Open Molecules 2025 dataset describes 2 unconnected molecules or ions with the total composition C4H13NO2. The level of theory is ωB97M-V/def2-TZVPD.

ORCA input file:
```
! RIJCOSX wB97M-V def2-TZVPD def2/J DEFGRID3
* xyz 0 1
C -1.51121 -0.66589 1.39707
C -1.24030 0.05126 0.04851
C -1.94756 1.36646 -0.10837
N -1.69832 -0.82508 -1.05300
C 0.26637 0.49036 -0.07822
O 1.14408 -0.55643 -0.31213
H -2.34507 -1.38864 1.35256
H -0.64425 -1.18455 1.74886
H -1.82684 0.06962 2.15727
H -1.63391 2.18850 0.55856
H -1.93771 1.73358 -1.17984
H -3.04698 1.24472 -0.01051
H -1.63372 -1.82640 -0.84013
H -1.27673 -0.67577 -1.99070
H 0.58504 0.82746 0.93301
H 0.41192 1.29686 -0.84002
H 0.66499 -1.24008 -0.80747
O 4.26558 0.08360 0.15909
H 4.49463 1.05110 0.17300
H 3.39580 0.00870 -0.21319
*
```

The calculation puts the HOMO-LUMO gap at 10.3 eV. As for the lowest unoccupied orbital energy: 0.68 eV. The energy above the lowest of the compared OMol25 structures with the same formula, charge and spin is 0.704 eV. The calculation puts the HOMO energy at -0.3541 Eh. The electronic energy is -9943.493 eV.

---

No. 4
This record from the Open Molecules 2025 dataset describes a single C21H25FN4O molecule. The level of theory is ωB97M-V/def2-TZVPD.

ORCA input file:
```
! RIJCOSX wB97M-V def2-TZVPD def2/J DEFGRID3
* xyz 0 1
C -4.87463 1.05257 -1.05141
C -3.92243 1.25994 0.13243
N -2.64398 1.86438 -0.18348
C -2.70709 3.29467 -0.44422
C -2.38568 4.09349 0.81836
C -1.82774 1.10907 -1.11380
C -0.33926 1.28414 -0.76260
N -0.02663 1.02472 0.63198
C -0.22475 -0.35557 1.05876
C 0.61413 -1.29957 0.24364
N 0.01827 -2.05257 -0.60709
C 0.76186 -2.92391 -1.35900
C 0.11861 -3.73950 -2.29632
C 0.85152 -4.62298 -3.05467
C 2.23460 -4.71787 -2.90075
C 2.88334 -3.92251 -1.98417
C 2.15580 -3.01892 -1.20709
C 2.82956 -2.16953 -0.23288
O 4.02013 -2.16177 -0.00154
N 1.96432 -1.30934 0.45950
C 2.56552 -0.45294 1.43031
C 2.92706 -0.97743 2.66335
C 3.52833 -0.16570 3.60735
C 3.75903 1.16088 3.29097
F 4.33785 1.95906 4.21080
C 3.41714 1.69383 2.06119
C 2.81994 0.87502 1.12097
H -5.09106 1.99616 -1.54736
H -5.81115 0.62859 -0.69866
H -4.43948 0.37284 -1.77991
H -3.72381 0.29013 0.60078
H -4.40651 1.89433 0.87956
H -1.98479 3.55345 -1.22229
H -3.69967 3.58949 -0.80984
H -1.37081 3.88771 1.14958
H -3.06984 3.82761 1.62027
H -2.47887 5.15877 0.62168
H -2.08029 0.05132 -1.02265
H -1.98424 1.40395 -2.16375
H 0.25565 0.61783 -1.39219
H -0.02942 2.31363 -0.96180
H -0.63708 1.61587 1.19078
H 0.07614 -0.41517 2.10974
H -1.26567 -0.69576 0.96852
H -0.95130 -3.65488 -2.40234
H 0.35247 -5.25182 -3.77751
H 2.79412 -5.41735 -3.50329
H 3.95243 -3.97291 -1.84279
H 2.74291 -2.01910 2.87865
H 3.82062 -0.54842 4.57209
H 3.62520 2.73023 1.84930
H 2.54962 1.26182 0.15282
*
```

The calculation puts the HOMO-LUMO gap at 9.1 eV. As for the lowest unoccupied orbital energy: 0.65 eV. The energy above the lowest of the compared OMol25 structures with the same formula, charge and spin is 0.071 eV. The calculation puts the HOMO energy at -0.3110 Eh. The electronic energy is -32908.777 eV.

---

Among the records above, which one has the highest electronic energy? C6H10O

---

The lowest electronic energy belongs to which entry? C21H43BIrO2P2